# 1
{"formula": "C26H62N2O6", "method": "the ωB97M-V functional and the def2-TZVPD basis", "symbols": ["C", "C", "C", "C", "C", "C", "C", "C", "C", "N", "O", "H", "H", "H", "H", "H", "H", "H", "H", "H", "H", "H", "H", "H", "H", "H", "H", "H", "H", "H", "C", "C", "C", "C", "C", "C", "C", "C", "C", "N", "O", "H", "H", "H", "H", "H", "H", "H", "H", "H", "H", "H", "H", "H", "H", "H", "H", "H", "H", "H", "C", "C", "O", "H", "H", "H", "H", "H", "H", "C", "C", "O", "H", "H", "H", "H", "H", "H", "C", "C", "O", "H", "H", "H", "H", "H", "H", "C", "C", "O", "H", "H", "H", "H", "H", "H"], "positions_angstrom": [[4.091, -6.820, -3.116], [4.298, -7.127, -1.648], [5.272, -8.364, -1.608], [5.038, -5.918, -0.977], [4.866, -5.715, 0.541], [3.319, -5.649, 0.841], [2.676, -7.032, 0.341], [3.072, -8.301, 1.174], [1.154, -6.824, 0.583], [2.928, -7.335, -1.094], [2.407, -8.591, -1.396], [4.908, -6.252, -3.563], [3.788, -7.737, -3.621], [3.259, -6.138, -3.288], [5.394, -8.815, -0.623], [4.745, -9.206, -2.057], [6.288, -8.239, -1.982], [6.092, -6.192, -1.011], [5.065, -4.978, -1.527], [5.237, -6.507, 1.192], [5.365, -4.778, 0.787], [2.838, -4.716, 0.547], [2.984, -5.599, 1.877], [2.746, -8.102, 2.195], [4.126, -8.502, 0.980], [2.572, -9.242, 0.944], [0.834, -5.882, 0.138], [0.851, -6.871, 1.629], [0.545, -7.580, 0.087], [1.897, -8.334, -2.167], [0.567, 8.502, -5.917], [-0.826, 7.827, -5.949], [-1.488, 8.332, -7.235], [-0.585, 6.291, -6.056], [-1.840, 5.440, -5.812], [-2.549, 5.866, -4.443], [-2.846, 7.417, -4.398], [-4.147, 7.753, -5.222], [-3.094, 7.673, -2.847], [-1.586, 8.192, -4.751], [-1.613, 9.662, -4.497], [0.946, 8.211, -4.937], [1.306, 7.959, -6.505], [0.478, 9.561, -6.158], [-2.324, 7.715, -7.564], [-1.965, 9.312, -7.195], [-0.765, 8.314, -8.051], [-0.183, 6.079, -7.047], [0.107, 6.129, -5.229], [-2.421, 5.443, -6.734], [-1.593, 4.390, -5.655], [-1.830, 5.515, -3.703], [-3.441, 5.257, -4.295], [-4.759, 6.905, -5.527], [-3.903, 8.355, -6.097], [-4.773, 8.351, -4.560], [-4.075, 7.276, -2.586], [-3.130, 8.753, -2.701], [-2.278, 7.477, -2.152], [-2.192, 10.036, -5.166], [-0.600, 2.217, 2.316], [-0.546, 1.068, 1.365], [-0.869, -0.190, 1.951], [-0.359, 3.115, 1.746], [0.278, 2.065, 2.945], [-1.517, 2.286, 2.899], [0.476, 1.028, 0.989], [-1.230, 1.367, 0.570], [-0.163, -0.291, 2.595], [-0.845, 5.359, 8.553], [-0.719, 3.830, 8.395], [0.611, 3.530, 8.826], [0.029, 5.848, 8.124], [-0.832, 5.441, 9.640], [-1.747, 5.746, 8.080], [-0.850, 3.479, 7.372], [-1.405, 3.168, 8.925], [1.111, 3.754, 8.038], [1.635, -1.272, 5.581], [0.356, -2.032, 6.020], [-0.067, -3.267, 5.418], [1.590, -0.247, 5.951], [1.878, -1.213, 4.520], [2.498, -1.858, 5.895], [-0.411, -1.297, 5.774], [0.238, -2.019, 7.104], [-0.942, -3.081, 5.067], [-5.739, -6.047, 4.116], [-5.524, -5.355, 2.800], [-5.058, -4.055, 2.869], [-6.780, -5.979, 4.434], [-5.068, -5.659, 4.882], [-5.621, -7.124, 3.998], [-6.542, -5.171, 2.455], [-4.875, -5.973, 2.180], [-4.245, -3.814, 2.418]], "forces_ev_per_angstrom": [[-0.727, 0.594, -0.504], [0.953, 0.311, 0.230], [-1.389, -0.875, 1.058], [1.196, -1.083, 0.972], [-2.500, 0.793, 0.076], [0.845, -1.771, -0.058], [-1.283, -0.275, 0.323], [0.127, 1.023, 0.054], [-0.167, -0.220, -1.053], [0.874, 2.421, 1.216], [-0.036, -0.351, -0.661], [0.486, -0.780, -0.188], [0.573, 0.017, -0.446], [-0.279, 0.111, 0.494], [0.130, 0.620, 0.546], [0.261, 0.087, -0.775], [-0.367, 0.387, -0.457], [0.225, -0.142, -0.485], [-0.968, 0.056, 0.005], [0.437, -0.113, -0.448], [0.027, -0.054, 0.275], [-0.057, -0.300, -1.334], [0.834, -0.429, 0.585], [0.874, -0.010, 0.355], [0.124, 0.053, 0.862], [-0.386, 0.410, -0.693], [0.005, 0.178, 0.179], [0.383, 0.224, 0.108], [0.198, -0.271, -0.080], [-0.400, -0.609, -0.150], [-0.357, -1.277, 1.009], [-0.039, 0.899, -1.583], [-0.799, -0.507, -0.752], [-1.058, 0.663, 1.280], [-0.231, 0.248, 0.970], [1.218, 0.442, -2.651], [0.557, -0.632, 1.753], [0.733, 0.558, 0.782], [-0.183, 1.596, -1.328], [-0.142, -0.468, 1.068], [-0.159, -2.531, -0.326], [0.064, 1.109, 0.537], [-0.380, 0.260, -0.927], [0.473, -0.141, 0.380], [0.001, -0.429, 0.055], [0.511, 0.377, 0.276], [0.013, 0.196, -0.042], [0.366, 0.023, 0.228], [0.445, -0.533, -0.268], [-0.643, 0.283, 0.264], [0.360, -0.078, -0.205], [-0.006, 0.586, 0.360], [-0.260, 0.406, -0.022], [0.370, -0.207, 0.006], [-0.105, -0.097, -0.007], [-0.153, 0.195, -0.186], [0.252, -0.270, 0.333], [-0.545, 0.282, -0.239], [0.015, -1.086, -0.394], [-0.319, 0.131, -0.369], [1.133, 0.011, 0.572], [-0.387, 0.294, -0.489], [-0.055, 0.554, -0.266], [-0.403, 0.253, 0.119], [-0.187, 0.319, 0.774], [0.078, 0.102, -0.156], [-0.011, -0.044, -0.487], [-0.105, -1.036, -0.330], [-0.054, -0.487, 0.295], [-0.705, -1.408, 0.253], [0.518, 0.232, -0.633], [-0.130, -0.558, -0.356], [-0.048, -0.081, 0.028], [-0.149, 0.858, -0.091], [-0.074, 0.151, 0.307], [0.083, 0.261, -0.406], [-0.120, 0.633, 0.632], [0.624, -0.091, 0.259], [0.442, -1.878, -0.140], [-1.385, 1.968, -0.799], [1.007, 0.526, 0.291], [0.225, -0.255, 0.373], [-0.934, -0.024, -0.391], [0.303, 0.511, 0.712], [-0.438, 0.104, -0.199], [0.692, -0.709, 0.199], [0.069, -0.220, -0.077], [-0.082, -0.459, 0.756], [-0.754, -0.301, -0.584], [0.731, 2.086, 0.996], [0.090, 0.501, 0.283], [-0.045, -0.183, 0.097], [0.447, -0.052, 0.036], [0.035, -0.885, -1.093], [-0.374, 0.022, -0.435], [-0.034, -0.720, -0.057]], "charge": 0, "e_above_lowest_kj_mol": 345.9, "multiplicity": 1, "smiles": "CC1(C)CCCC(C)(C)N1O.CC1(C)CCCC(C)(C)N1O.CCO.CCO.CCO.CCO", "homo_ev": -8.25}

***

# 2
{"formula": "C26H62N5O9", "method": "the ωB97M-V functional and the def2-TZVPD basis", "symbols": ["C", "N", "C", "O", "H", "H", "C", "O", "C", "C", "N", "C", "C", "O", "C", "H", "H", "H", "H", "H", "H", "H", "H", "H", "H", "H", "H", "H", "H", "H", "C", "O", "C", "C", "N", "C", "C", "O", "C", "H", "H", "H", "H", "H", "H", "H", "H", "H", "H", "H", "H", "H", "H", "H", "C", "O", "C", "C", "N", "C", "C", "O", "C", "H", "H", "H", "H", "H", "H", "H", "H", "H", "H", "H", "H", "H", "H", "H", "C", "O", "C", "C", "N", "C", "C", "O", "C", "H", "H", "H", "H", "H", "H", "H", "H", "H", "H", "H", "H", "H", "H", "H"], "positions_angstrom": [[2.905, -3.059, -2.426], [4.192, -2.325, -1.788], [4.943, -1.932, -2.640], [5.675, -1.549, -3.493], [3.351, -3.728, -3.187], [2.452, -2.260, -3.039], [4.004, 3.207, -7.974], [2.640, 2.917, -8.196], [2.387, 2.015, -9.264], [1.933, 0.659, -8.766], [3.017, -0.062, -8.115], [2.606, -1.252, -7.368], [1.622, -1.092, -6.215], [2.138, -0.418, -5.092], [2.150, 0.987, -5.161], [4.051, 4.056, -7.293], [4.537, 2.367, -7.516], [4.509, 3.479, -8.906], [3.264, 1.920, -9.914], [1.581, 2.452, -9.861], [1.580, 0.070, -9.619], [1.080, 0.826, -8.094], [3.492, 0.563, -7.477], [3.514, -1.697, -6.956], [2.192, -1.976, -8.079], [1.384, -2.098, -5.861], [0.668, -0.643, -6.530], [1.294, 1.383, -5.719], [3.084, 1.356, -5.597], [2.103, 1.366, -4.138], [-0.997, 3.258, 1.965], [-0.446, 3.809, 0.788], [0.846, 3.310, 0.454], [0.805, 2.388, -0.745], [0.151, 1.129, -0.421], [-0.171, 0.284, -1.572], [-1.110, 0.838, -2.638], [-2.460, 0.999, -2.224], [-2.733, 2.171, -1.489], [-1.865, 3.859, 2.237], [-1.327, 2.224, 1.825], [-0.279, 3.292, 2.793], [1.307, 2.811, 1.312], [1.464, 4.178, 0.206], [1.831, 2.178, -1.065], [0.300, 2.928, -1.559], [-0.703, 1.322, 0.084], [-0.623, -0.627, -1.174], [0.765, -0.020, -2.052], [-1.143, 0.102, -3.445], [-0.740, 1.767, -3.092], [-2.119, 3.014, -1.820], [-2.593, 2.018, -0.415], [-3.784, 2.422, -1.648], [-7.044, 1.834, 6.956], [-6.103, 2.886, 6.984], [-5.103, 2.766, 7.987], [-3.750, 2.434, 7.396], [-3.713, 1.075, 6.872], [-2.547, 0.766, 6.045], [-2.310, 1.582, 4.779], [-3.250, 1.364, 3.747], [-4.468, 2.068, 3.867], [-7.863, 2.145, 6.310], [-6.620, 0.907, 6.555], [-7.446, 1.633, 7.955], [-5.392, 2.030, 8.745], [-5.034, 3.738, 8.483], [-2.989, 2.531, 8.177], [-3.539, 3.184, 6.622], [-4.546, 0.912, 6.323], [-2.639, -0.280, 5.745], [-1.653, 0.836, 6.673], [-1.349, 1.258, 4.369], [-2.208, 2.656, 4.982], [-4.328, 3.051, 4.325], [-5.209, 1.500, 4.438], [-4.867, 2.206, 2.862], [0.627, -6.507, 3.923], [0.786, -5.185, 4.387], [2.138, -4.764, 4.532], [2.544, -3.763, 3.471], [2.649, -4.378, 2.158], [2.773, -3.434, 1.033], [1.651, -2.432, 0.812], [0.415, -2.994, 0.393], [-0.384, -3.536, 1.413], [-0.419, -6.779, 4.061], [0.874, -6.605, 2.861], [1.248, -7.206, 4.495], [2.816, -5.624, 4.536], [2.211, -4.282, 5.513], [3.519, -3.344, 3.741], [1.808, -2.946, 3.493], [1.832, -4.951, 2.000], [2.852, -4.030, 0.122], [3.717, -2.892, 1.132], [1.967, -1.784, -0.006], [1.492, -1.778, 1.683], [-0.290, -2.979, 2.353], [-0.155, -4.593, 1.594], [-1.424, -3.483, 1.084]], "forces_ev_per_angstrom": [[-0.133, -0.160, -0.063], [0.205, 0.176, 0.083], [-0.273, -0.091, -0.251], [0.249, 0.113, 0.142], [0.029, -0.086, 0.042], [-0.063, 0.066, 0.070], [-0.055, 0.014, 0.020], [0.140, 0.009, -0.028], [-0.238, 0.030, -0.148], [0.155, -0.038, 0.210], [-0.079, 0.104, 0.065], [0.208, -0.025, -0.074], [-0.143, -0.238, 0.030], [-0.077, 0.128, 0.024], [0.114, -0.068, 0.157], [-0.033, -0.015, 0.019], [0.052, 0.005, -0.045], [0.021, -0.016, 0.002], [0.067, -0.041, 0.090], [0.008, -0.001, 0.000], [-0.037, -0.002, 0.009], [-0.082, 0.023, -0.106], [-0.005, -0.015, 0.000], [-0.027, -0.041, 0.011], [-0.053, 0.023, 0.000], [0.032, 0.011, 0.039], [0.073, 0.115, -0.045], [0.042, 0.011, -0.068], [-0.090, 0.123, -0.091], [-0.026, -0.037, 0.011], [-0.030, 0.022, -0.066], [0.002, -0.052, 0.151], [0.202, 0.184, -0.151], [-0.177, -0.181, 0.051], [-0.149, 0.194, -0.092], [0.060, -0.125, 0.219], [0.101, -0.180, -0.199], [0.009, 0.111, 0.002], [-0.137, -0.123, -0.018], [-0.011, 0.003, -0.045], [0.016, -0.021, 0.102], [0.000, -0.028, 0.006], [-0.088, -0.079, 0.006], [-0.010, -0.002, 0.003], [-0.002, 0.002, -0.030], [0.111, 0.084, -0.024], [0.018, -0.016, 0.014], [0.087, -0.072, -0.063], [-0.019, -0.014, -0.042], [0.003, -0.025, 0.022], [-0.033, 0.081, 0.139], [0.049, 0.000, 0.051], [0.072, 0.108, 0.011], [0.007, -0.009, -0.036], [0.000, 0.069, -0.015], [-0.053, -0.138, 0.020], [0.090, 0.236, 0.120], [-0.053, -0.168, -0.161], [-0.051, 0.123, -0.111], [-0.113, -0.166, 0.095], [0.270, 0.005, -0.056], [-0.053, 0.029, 0.039], [0.007, -0.085, -0.157], [0.026, 0.019, -0.022], [-0.024, -0.039, 0.055], [0.003, -0.030, 0.000], [-0.001, -0.087, -0.080], [-0.007, -0.006, 0.001], [0.020, 0.023, -0.014], [0.030, 0.094, 0.096], [0.007, 0.002, 0.018], [0.061, -0.004, 0.004], [0.013, 0.053, -0.015], [-0.014, -0.020, -0.011], [-0.133, 0.002, 0.047], [-0.016, -0.016, 0.060], [-0.022, 0.102, 0.072], [0.040, 0.002, -0.012], [-0.037, 0.056, 0.005], [0.029, -0.148, -0.003], [0.096, 0.217, 0.199], [-0.136, -0.132, -0.255], [-0.072, 0.108, 0.136], [-0.022, -0.436, -0.043], [0.201, 0.283, -0.166], [-0.098, 0.045, 0.226], [-0.032, 0.022, -0.204], [-0.009, 0.036, -0.008], [0.045, -0.055, 0.013], [0.011, -0.015, -0.022], [-0.039, -0.037, -0.110], [-0.004, -0.011, -0.002], [-0.015, 0.047, 0.012], [0.063, 0.062, 0.127], [-0.001, 0.016, -0.031], [0.027, 0.190, -0.130], [-0.031, 0.057, 0.024], [0.027, -0.131, -0.093], [-0.123, -0.107, 0.060], [0.029, -0.049, 0.041], [-0.004, 0.016, 0.140], [0.006, 0.025, -0.005]], "charge": -1, "multiplicity": 1, "homo_ev": -2.09}

***

Lowest unoccupied orbital energy, respectively: 0.27; 2.06 eV.
Frontier orbital gap, respectively: 8.5; 4.1 eV.